# C13H32ClInO2P2Si

A molecular structure, C13H32ClInO2P2Si (the ωB97M-V functional and the def2-TZVPD basis, OMol25).

The geometry in ORCA input format:
```
! wB97M-V def2-TZVPD RIJCOSX def2/J DEFGRID3
* xyz 2 1
C 0.554 -0.175 -5.938
C 0.744 -0.007 -4.469
H 1.528 -0.143 -6.426
H -0.073 0.635 -6.342
H 0.066 -1.134 -6.150
O 1.746 0.310 -3.863
Cl -0.807 -0.345 -3.566
In -0.254 -0.065 -0.482
P 0.037 2.536 -0.756
C 1.433 3.410 0.029
C 0.169 2.955 -2.522
H 0.137 4.037 -2.673
H -1.391 4.534 -0.542
H -0.650 2.492 -3.084
H -2.344 3.027 -0.617
H 2.386 3.019 -0.349
H 1.104 2.556 -2.933
C -1.429 3.483 -0.210
H 1.392 4.488 -0.179
H -1.489 3.463 0.889
H 1.412 3.264 1.115
P 0.274 -2.646 -0.412
C 1.721 -3.284 0.497
C -1.102 -3.636 0.271
H -0.272 -2.779 -2.761
H 0.331 -4.346 -2.132
H 1.470 -2.998 -2.470
C 0.466 -3.259 -2.111
H -2.053 -3.333 -0.191
H -0.957 -4.712 0.077
H 1.761 -4.380 0.434
H 1.688 -2.994 1.554
H -1.180 -3.480 1.358
H 2.646 -2.881 0.066
C 2.078 0.100 0.517
O 3.118 0.156 0.973
C 0.247 -1.343 3.551
Si -0.870 0.120 3.102
C -2.278 0.105 4.363
C 0.064 1.745 3.375
C -1.543 -0.013 1.329
H 0.321 -1.352 4.652
H 1.268 -1.273 3.145
H -0.178 -2.310 3.238
H -1.821 0.192 5.366
H -2.966 0.950 4.195
H -2.855 -0.833 4.300
H 1.086 1.752 2.966
H -0.474 2.612 2.958
H 0.134 1.887 4.467
H -2.156 -0.932 1.243
H -2.241 0.827 1.147
*
```

## Properties
- Energy above the lowest of the compared OMol25 structures with the same formula, charge and spin: 0.0 kJ/mol
- Highest occupied orbital energy: -14.90 eV
- F_max: 0.0621 Eh/bohr